(1)
Below is a structure of composition C3H6N2S, with properties calculated with wB97M-V/def2-TZVPD.

Total charge: 0
ΔE to the lowest compared entry with this formula, charge and spin (eV): 3.937
HOMO level (eV): -8.43

Last column: natural (NBO) charge in e.
Atoms and positions in Å:
C1 -0.59 -0.79 -0.80  0.206
C2 1.00 1.10 0.35  -0.291
C3 -0.28 1.17 1.16  -0.292
N1 0.29 -0.06 0.82  -0.393
N2 0.05 -1.91 -1.14  -0.801
S1 -2.08 -0.22 -1.11  -0.052
H1 1.14 1.37 -0.63  0.197
H2 1.75 1.32 1.00  0.183
H3 -0.20 1.61 2.08  0.202
H4 -1.24 1.28 0.60  0.212
H5 0.67 -2.43 -0.54  0.425
H6 -0.50 -2.45 -1.80  0.403

=====

(2)
Below is a structure of composition C25H37FN4NdO3S2, with properties calculated with wB97M-V/def2-TZVPD.

Spin multiplicity: 4
Total charge: +3
<S²>: 3.7535
HOMO level (alpha / beta) (eV): -15.47 / -15.48

Last column: Mulliken charge in e.
Atoms and positions in Å:
Nd1 1.23 0.46 -3.48  1.356
S1 -0.73 2.83 -4.03  -0.006
S2 -0.73 -1.91 -3.54  0.248
C1 -2.55 2.65 -3.79  -0.731
C2 -0.65 2.70 -5.86  -0.816
C3 -1.09 1.37 -6.42  -0.775
N1 -0.29 0.27 -5.80  0.006
C4 -0.93 -1.01 -6.18  -0.771
C5 -0.41 -2.15 -5.33  -0.924
H1 0.41 2.89 -6.12  0.321
H2 -1.24 3.52 -6.29  0.500
H3 -0.93 1.38 -7.50  0.393
H4 -2.16 1.20 -6.26  0.421
H5 -0.70 -1.25 -7.24  0.369
H6 -2.02 -0.92 -6.11  0.446
H7 0.67 -2.30 -5.45  0.249
H8 -0.91 -3.09 -5.61  0.562
C6 -2.54 -1.94 -3.61  -0.982
H9 0.59 0.28 -6.33  0.347
H10 -2.91 -1.04 -4.11  0.168
H11 -2.87 -1.94 -2.57  0.396
H12 -2.90 -2.84 -4.14  0.376
H13 -2.71 2.72 -2.70  0.330
H14 -2.95 1.70 -4.15  0.150
H15 -3.07 3.48 -4.27  0.361
C7 3.65 0.53 -4.91  -0.560
C8 3.72 0.60 -3.55  -0.536
H16 3.94 1.39 -5.54  0.321
H17 3.58 -0.42 -5.46  0.373
H18 3.87 1.55 -3.00  0.424
H19 3.86 -0.31 -2.95  0.284
F1 -1.78 2.75 2.82  -0.343
C9 -1.05 1.60 2.64  0.403
C10 -0.77 1.21 1.36  -0.848
C11 0.01 0.06 1.10  0.015
C12 0.56 -0.27 -0.22  1.659
O1 0.48 0.54 -1.22  -0.929
C13 1.29 -1.51 -0.28  -0.179
C14 1.61 -2.18 0.89  -0.452
N2 1.06 -1.91 2.11  0.198
C15 1.25 -2.84 3.16  -0.188
C16 1.41 -4.29 2.80  -0.657
C17 2.58 -3.49 3.33  -0.651
C18 0.36 -0.71 2.24  0.049
C19 0.13 -0.23 3.53  -0.078
C20 -0.56 0.96 3.80  -0.288
N3 -0.71 1.42 5.12  0.115
C21 0.41 1.32 6.05  -0.662
C22 -0.07 0.84 7.42  -0.630
N4 -1.14 1.79 7.83  -0.128
C23 -2.28 2.02 6.89  -0.825
C24 -1.67 2.42 5.56  -0.717
C25 2.09 -2.03 -1.47  -0.100
O2 2.85 -2.98 -1.29  -0.670
O3 1.95 -1.42 -2.63  -0.545
H20 -1.12 1.83 0.54  0.598
H21 2.36 -2.97 0.89  0.888
H22 0.68 -2.66 4.07  0.728
H23 0.95 -5.02 3.48  0.290
H24 1.41 -4.55 1.74  0.251
H25 3.37 -3.23 2.63  0.229
H26 2.90 -3.69 4.36  0.318
H27 0.57 -0.76 4.37  0.063
H28 0.92 2.30 6.15  0.233
H29 1.13 0.60 5.66  0.393
H30 -0.54 -0.14 7.40  0.370
H31 0.73 0.86 8.17  0.400
H32 -1.53 1.50 8.74  0.372
H33 -0.69 2.70 7.93  0.401
H34 -2.92 2.81 7.30  0.416
H35 -2.84 1.09 6.85  0.358
H36 -1.17 3.40 5.65  0.382
H37 -2.48 2.48 4.83  0.466

=====

(3)
Below is the ion C16H27N4O with charge +1, with properties calculated with wB97M-V/def2-TZVPD.

SMILES string: COCCCCCCC[C@@]1(c2cccnc2)CNC(N)=[NH+]1
Total charge: +1
HOMO level (eV): -12.40

Last column: natural (NBO) charge in e.
Atoms and positions in Å:
C1 3.13 -2.11 1.79  -0.239
O1 4.06 -1.10 2.05  -0.523
C2 4.01 -0.04 1.12  -0.063
C3 3.21 1.14 1.62  -0.427
C4 3.08 2.27 0.60  -0.398
C5 2.32 1.94 -0.70  -0.403
C6 1.20 0.91 -0.54  -0.420
C7 0.35 0.78 -1.83  -0.399
C8 -1.14 1.03 -1.58  -0.413
C9 -1.91 -0.11 -0.93  0.114
C10 -3.07 0.30 -0.01  -0.110
C11 -3.78 -0.69 0.68  -0.170
C12 -4.80 -0.27 1.52  -0.237
C13 -5.10 1.09 1.66  0.059
N1 -4.44 2.03 0.99  -0.376
C14 -3.47 1.62 0.18  0.040
C15 -2.41 -1.14 -2.02  -0.238
N2 -1.67 -2.43 -1.80  -0.607
C16 -0.67 -2.08 -0.86  0.759
N3 0.55 -2.65 -0.74  -0.891
N4 -1.07 -1.06 -0.13  -0.477
H1 3.28 -2.57 0.80  0.147
H2 3.27 -2.89 2.53  0.209
H3 2.09 -1.76 1.87  0.140
H4 5.04 0.30 0.97  0.197
H5 3.68 -0.40 0.14  0.144
H6 2.23 0.85 2.02  0.190
H7 3.76 1.54 2.46  0.229
H8 2.62 3.11 1.10  0.215
H9 4.10 2.57 0.37  0.215
H10 3.05 1.60 -1.43  0.210
H11 1.85 2.86 -1.05  0.214
H12 1.59 -0.07 -0.27  0.189
H13 0.58 1.22 0.30  0.191
H14 0.52 -0.16 -2.34  0.187
H15 0.68 1.58 -2.49  0.240
H16 -1.21 1.95 -1.02  0.229
H17 -1.63 1.20 -2.54  0.238
H18 -3.55 -1.74 0.57  0.204
H19 -5.37 -0.99 2.08  0.233
H20 -5.89 1.41 2.32  0.214
H21 -2.96 2.40 -0.37  0.195
H22 -2.04 -0.79 -2.98  0.222
H23 -3.47 -1.29 -2.03  0.240
H24 -2.30 -3.03 -1.27  0.404
H25 0.75 -3.49 -0.23  0.445
H26 1.34 -2.16 -1.12  0.439
H27 -0.41 -0.68 0.54  0.442

=====

(4)
Below is a structure of composition H12MnO6, with properties calculated with wB97M-V/def2-TZVPD.

Spin multiplicity: 7
Total charge: +1
<S²>: 12.0025
ΔE to the lowest compared entry with this formula, charge and spin (eV): 0.000
HOMO level (alpha / beta) (eV): -6.54 / -16.28

Last column: natural (NBO) charge in e.
Atoms and positions in Å:
Mn1 -0.02 0.01 0.07  1.000
O1 -1.69 -0.13 1.12  -1.033
H1 -2.60 0.07 0.94  0.507
H2 -1.70 -0.61 1.95  0.499
O2 -0.33 2.06 -0.45  -1.005
H3 -0.94 2.61 0.04  0.510
H4 0.29 2.68 -0.84  0.508
O3 0.31 -2.02 0.22  -1.026
H5 -0.22 -2.71 -0.17  0.511
H6 0.90 -2.48 0.81  0.509
O4 1.19 0.57 1.67  -1.024
H7 1.19 0.31 2.59  0.504
H8 1.75 1.35 1.64  0.502
O5 1.80 -0.01 -1.13  -0.996
H9 2.48 0.62 -1.36  0.508
H10 2.25 -0.86 -1.12  0.508
O6 -1.29 -0.44 -1.71  -0.997
H11 -1.32 -1.12 -2.39  0.511
H12 -2.06 0.10 -1.87  0.503

=====

Across the entries above, DFT total energy takes the values -17020.104 -78270.036 -25030.110 -43793.473 eV, respectively.